Entry 1:
Molecular formula: C2H4AgB3FIO5P
Method: DFT, wB97M-V/def2-TZVPD

Each line ends with the Löwdin charge.
Element x y z (Å)
O 3.4558 1.6333 0.2342  0.23
C 2.5763 0.9167 0.0080  -0.43
F 1.9616 0.9603 -1.2473  0.03
C 2.0984 -0.1243 1.0768  0.08
B 0.9337 -1.0531 0.5056  -0.44
O 0.8873 -1.6609 -0.7693  0.29
B -0.3104 -1.2814 -1.3733  -0.31
O -1.5797 -1.2750 -0.6283  0.09
B -1.2363 -0.6252 0.6101  -0.67
P -2.0321 1.0398 1.2224  0.80
O -3.6526 1.1073 0.9401  -0.27
I -0.9335 2.7274 -0.1700  0.86
O -0.2388 -1.2627 1.3358  0.26
H 1.6442 0.4946 1.9003  0.15
H 2.9549 -0.6718 1.5400  0.16
H -0.3007 -0.9275 -2.5211  0.14
H -3.7634 1.7107 0.1689  0.08
Ag -2.4647 -1.7080 -2.8330  0.94

Values from the calculation:
**Spin multiplicity**: 2
**Energy relative to the best compared isomer or geometry (same formula, charge and spin)**: 0.818 eV
**E_LUMO (alpha / beta)**: -9.28 / -11.47 eV
**HOMO (alpha / beta)**: -0.6339 / -0.6339 Eh
**Charge**: +2
**Kohn-Sham gap (alpha / beta)**: 7.97 / 5.78 eV

---

Entry 2:
Molecular formula: C3H9N2OS
Method: DFT, wB97M-V/def2-TZVPD

Each line ends with the Löwdin charge.
Element x y z (Å)
C -1.7763 0.1092 -0.1396  -0.40
C 2.3742 0.3248 0.1998  -0.13
C 0.9591 -0.1708 -0.0213  -0.39
N -2.1990 -1.0269 -0.6116  0.19
N -2.2986 0.8304 0.7964  0.18
O -0.1595 2.2494 0.1431  -0.49
S -0.0891 1.1586 -0.8005  1.05
H 2.8606 0.5598 -0.7450  0.08
H 2.3763 1.2114 0.8279  0.08
H 2.9591 -0.4450 0.6987  0.09
H 0.5047 -0.4605 0.9258  0.09
H 0.9421 -1.0117 -0.7145  0.09
H -3.0438 -1.4694 -0.2633  0.15
H -1.7201 -1.4962 -1.3665  0.14
H -3.1433 0.6155 1.3111  0.15
H -1.8075 1.7065 1.0103  0.11

Values from the calculation:
**Energy relative to the best compared isomer or geometry (same formula, charge and spin)**: 1.365 eV
**E_LUMO**: -3.96 eV
**HOMO**: -0.5299 Eh
**Charge**: +1
**Kohn-Sham gap**: 10.46 eV

---

Entry 3:
Molecular formula: C3H6O2
Method: DFT, wB97M-V/def2-TZVPD

Each line ends with the Löwdin charge.
Element x y z (Å)
C 0.0252 0.4344 0.6278  -0.32
C -1.0890 -0.0551 -0.2433  -0.05
C 0.0678 -0.9445 0.0128  -0.34
H 0.4349 1.9432 -0.3538  0.08
H -0.1221 0.7077 1.7064  0.16
H -1.9989 -0.4475 0.2366  0.12
H -1.1139 0.3734 -1.2315  0.11
H -0.1372 -1.7812 0.6357  0.13
H 1.8109 -0.3666 -0.6609  0.15
O 0.9637 1.3162 0.0940  -0.01
O 1.1586 -1.1801 -0.8237  -0.04

Values from the calculation:
**Energy relative to the best compared isomer or geometry (same formula, charge and spin)**: 2.361 eV
**E_LUMO**: 0.89 eV
**HOMO**: -0.3499 Eh
**Kohn-Sham gap**: 10.41 eV

---

Entry 4:
Molecular formula: C9H11CoNOSbSe4
Method: DFT, wB97M-V/def2-TZVPD

Each line ends with the Löwdin charge.
Element x y z (Å)
Co -0.9924 0.4879 -0.3232  0.02
N -2.4769 -0.7038 3.1866  0.17
C -2.1551 0.0482 2.1036  -0.52
O -2.4186 -0.3456 0.9685  -0.01
C -1.4740 1.3640 2.2977  -0.19
C -0.3311 1.4374 1.2742  -0.20
H -2.7277 -1.6623 3.0008  0.11
H -1.9928 -0.5196 4.0480  0.10
H -1.1631 1.4889 3.3421  0.10
H -2.2070 2.1434 2.0693  0.12
H 0.5377 0.8955 1.6568  0.06
H -0.0381 2.4697 1.1057  0.05
Se -0.8692 2.7406 -5.8680  -0.39
Sb 0.3288 3.0908 -3.7581  -0.40
Se -1.2111 1.8747 -1.9499  0.23
Se 2.5165 1.9907 -3.6797  -0.29
Se 0.3520 5.4386 -3.0589  -0.40
C 2.3605 -2.8009 -0.5646  -0.14
C 2.3878 -1.7210 -1.4412  -0.10
C 1.3507 -0.7948 -1.4584  -0.12
C 0.2631 -0.9223 -0.5973  -0.21
C 0.2411 -2.0205 0.2657  -0.13
C 1.2739 -2.9549 0.2866  -0.14
H 3.1772 -3.5147 -0.5417  0.08
H 3.2238 -1.5806 -2.1174  0.10
H 1.4167 0.0347 -2.1539  -0.03
H -0.6027 -2.1660 0.9368  0.07
H 1.2301 -3.7979 0.9699  0.08

Values from the calculation:
**Energy relative to the best compared isomer or geometry (same formula, charge and spin)**: 1.303 eV
**E_LUMO (alpha / beta)**: 3.97 / 3.97 eV
**HOMO (alpha / beta)**: -0.0261 / -0.0261 Eh
**Charge**: -2
**Kohn-Sham gap (alpha / beta)**: 4.68 / 4.68 eV

---

Entry 5:
Molecular formula: C4H10O2
Method: DFT, wB97M-V/def2-TZVPD

Each line ends with the Löwdin charge.
Element x y z (Å)
C -1.8978 -1.6336 0.2930  -0.09
O -1.2233 -0.4003 0.1779  -0.21
C 0.1256 -0.5421 -0.2026  -0.18
C 0.6930 0.8214 -0.5397  -0.52
C 1.9908 1.0198 -0.7905  -0.02
O -0.1888 1.8289 -0.5096  0.06
H -1.8219 -2.2149 -0.6383  0.09
H -1.4944 -2.2362 1.1200  0.09
H -2.9485 -1.4120 0.4913  0.09
H 0.2110 -1.1217 -1.1292  0.14
H 0.7036 -1.0453 0.5920  0.14
H 1.0433 1.1276 1.6391  0.09
H 2.3660 2.0206 -0.9666  0.08
H 2.6572 0.1720 -0.8865  0.07
H 1.6168 1.1366 1.0945  0.06
H -1.0305 1.4835 -0.1659  0.11

Values from the calculation:
**Energy relative to the best compared isomer or geometry (same formula, charge and spin)**: 3.286 eV
**E_LUMO**: 0.88 eV
**HOMO**: -0.3078 Eh
**Kohn-Sham gap**: 9.25 eV

---

Entry 6:
Molecular formula: C4H12N2O
Method: DFT, wB97M-V/def2-TZVPD

Each line ends with the Löwdin charge.
Element x y z (Å)
C -2.7450 0.7518 0.0313  -0.35
O -1.8626 1.6691 -0.6159  -0.14
C -2.1445 0.0646 1.2202  -0.12
H -3.0757 -0.0424 -0.6621  0.10
H -3.6282 1.3250 0.3322  0.11
H -2.9431 -0.5254 1.6642  0.07
H -1.7974 0.7948 1.9670  0.08
H -1.3306 -0.6212 0.9199  0.06
C 2.7284 -2.1133 -0.5488  -0.11
N 0.8490 1.0573 -0.0859  0.06
C 1.2586 -0.1396 -0.4128  -0.30
N 2.0869 -1.0475 0.2321  -0.08
H 3.6142 -1.7758 -1.1033  0.08
H 1.9720 -2.5619 -1.2505  0.10
H 3.0438 -2.8904 0.1502  0.07
H 1.2562 1.2833 0.8352  0.06
H -0.9030 1.4511 -0.3355  0.03
H 0.8905 -0.5619 -1.3748  0.13
H 2.6654 -0.6776 1.0217  0.15

Values from the calculation:
**Energy relative to the best compared isomer or geometry (same formula, charge and spin)**: 1.665 eV
**E_LUMO**: 0.78 eV
**HOMO**: -0.3368 Eh
**Kohn-Sham gap**: 9.95 eV